No. 1
# C27H36ClN5O2

One molecule with the formula C27H36ClN5O2 in a non-equilibrium geometry (ωB97M-V/def2-TZVPD, OMol25).

XYZ file:
```
71
Properties=species:S:1:pos:R:3:forces:R:3
C -0.2421 -4.9038 -1.3654 -0.102 0.063 0.091
C 0.2511 -3.7946 -0.5077 0.603 -0.211 -0.351
C 1.5207 -3.2560 -0.4392 -0.617 0.352 0.567
C 2.7550 -3.4753 -1.1071 0.193 0.066 0.021
N 3.8159 -2.8196 -0.7943 0.178 -0.778 -0.923
N 3.7927 -1.8980 0.1805 -0.273 0.324 0.452
C 5.0819 -1.2753 0.4311 0.313 0.268 -0.003
C 5.1660 0.1380 -0.1788 0.056 -0.465 0.444
O 5.8095 0.3772 -1.1781 0.181 0.011 -0.398
N 4.4890 1.0509 0.5370 -0.313 0.356 0.368
C 4.2784 2.4030 0.0752 -0.027 0.092 -0.382
C 2.9123 2.5695 -0.5970 0.091 -0.111 0.316
C 1.7644 2.2798 0.3715 0.106 0.100 -0.255
N 0.4824 2.7454 -0.1347 0.016 -0.047 0.149
C -0.5249 2.7476 0.9098 -0.106 0.335 -0.109
C -1.8143 3.4091 0.4241 -0.183 -0.300 0.200
C -2.8638 3.4193 1.5313 0.243 0.072 -0.197
C -2.3241 2.6693 -0.8101 0.384 0.375 -0.041
C -1.2306 2.6134 -1.8736 -0.132 -0.354 -0.056
C -1.6875 1.8505 -3.1125 0.123 0.201 0.214
C 0.0171 1.9701 -1.2695 -0.052 0.354 -0.204
C 2.6986 -1.5430 0.9406 -0.024 -0.059 0.089
O 2.7943 -0.6974 1.8315 -0.049 -0.045 0.225
C 1.5011 -2.2590 0.5884 -0.489 -0.407 -0.309
C 0.2191 -2.2180 1.1001 0.515 0.368 0.157
C -0.3089 -1.3671 2.1935 -0.056 0.068 0.019
N -0.5177 -3.1475 0.4239 0.408 0.060 0.046
C -1.8985 -3.4537 0.7141 -0.381 -0.085 0.114
C -2.8362 -2.2766 0.5941 -0.011 -0.015 -0.101
C -3.6138 -1.8898 1.6797 0.014 -0.040 -0.119
C -4.5143 -0.8442 1.5855 -0.051 0.017 0.034
C -4.6632 -0.1692 0.3866 0.028 -0.050 0.013
C -3.9054 -0.5390 -0.7102 0.013 -0.102 -0.056
C -2.9950 -1.5787 -0.6006 -0.153 0.099 0.187
Cl -2.0577 -1.9993 -1.9957 -0.042 0.026 -0.153
H -0.5626 -5.7561 -0.7635 -0.012 -0.092 -0.056
H -1.0771 -4.5903 -1.9922 -0.025 -0.060 -0.047
H 0.5650 -5.2310 -2.0145 0.022 -0.062 -0.040
H 2.8700 -4.1996 -1.8988 0.063 -0.078 -0.100
H 5.2415 -1.2168 1.5112 -0.006 -0.041 -0.100
H 5.8365 -1.9038 -0.0418 -0.143 0.139 0.093
H 3.8909 0.7091 1.2854 0.204 -0.113 -0.154
H 4.3642 3.0798 0.9303 0.031 0.022 -0.073
H 5.0720 2.6247 -0.6423 -0.064 0.062 0.159
H 2.8123 3.5932 -0.9595 -0.027 0.052 -0.051
H 2.8743 1.8955 -1.4537 0.025 0.022 -0.078
H 1.9576 2.8226 1.3018 0.004 -0.054 0.051
H 1.7288 1.2042 0.6122 0.007 0.047 0.070
H -0.1321 3.3044 1.7645 -0.003 -0.059 0.037
H -0.7515 1.7189 1.2516 -0.019 -0.025 0.035
H -1.5770 4.4396 0.1420 0.039 -0.010 0.002
H -3.1062 2.4013 1.8328 -0.058 -0.130 0.061
H -2.4985 3.9578 2.4025 -0.022 0.057 0.157
H -3.7758 3.9012 1.1862 -0.137 0.044 0.011
H -3.2131 3.1657 -1.2059 -0.114 -0.020 -0.022
H -2.6022 1.6518 -0.5239 -0.021 -0.041 0.012
H -0.9710 3.6377 -2.1596 0.033 -0.008 0.025
H -0.9199 1.8765 -3.8824 0.053 -0.045 -0.143
H -2.5964 2.2896 -3.5185 -0.106 0.016 -0.088
H -1.8853 0.8095 -2.8665 -0.046 -0.167 -0.005
H 0.8047 1.9440 -2.0231 -0.001 -0.084 -0.017
H -0.2100 0.9259 -0.9754 0.004 -0.056 -0.018
H -0.7614 -1.9708 2.9805 -0.076 -0.006 0.111
H -1.0626 -0.6691 1.8270 -0.023 0.045 0.053
H 0.5204 -0.8025 2.6124 -0.019 -0.001 0.027
H -2.2230 -4.2310 0.0177 0.097 0.024 0.128
H -1.9668 -3.8546 1.7323 -0.036 -0.006 -0.165
H -3.5094 -2.4204 2.6148 0.056 -0.065 0.100
H -5.1007 -0.5607 2.4458 -0.056 0.025 0.082
H -5.3652 0.6455 0.3004 -0.067 0.089 -0.014
H -4.0217 -0.0299 -1.6541 0.040 0.045 -0.094
```
Forces are in eV/Å.

LUMO level   0.4 eV
SMILES   Cc1c2cnn(CC(=O)NCCCN3C[C@H](C)C[C@H](C)C3)c(=O)c2c(C)n1Cc1ccccc1Cl
Spin multiplicity   1
HOMO-LUMO gap   8.290 eV
HOMO energy   -7.87 eV

No. 2
# C27H36N2O5

One molecule with the formula C27H36N2O5 (ωB97M-V/def2-TZVPD, OMol25).

XYZ file:
```
70
Properties=species:S:1:pos:R:3:forces:R:3
C 3.8528 -2.5885 -3.3160 -0.137 0.186 0.123
C 2.9677 -1.5796 -2.5986 -0.191 0.107 -0.153
C 2.0153 -0.8793 -3.5666 0.573 -0.229 -0.110
O 1.0840 -0.0792 -2.8529 -0.339 0.219 0.099
C 1.4655 1.1637 -2.5173 0.482 0.273 -0.276
O 2.4968 1.6599 -2.9234 -0.025 -0.222 -0.025
C 0.4889 1.7887 -1.6164 -0.495 0.211 0.259
C 0.5876 3.0690 -1.1991 0.219 -0.322 -0.376
C 1.6184 4.0682 -1.6108 0.122 -0.101 -0.106
N -0.3446 3.5807 -0.3152 0.040 0.254 0.173
C -1.4610 2.8949 0.0779 -0.324 -0.322 0.004
C -1.6367 1.6067 -0.2881 0.576 0.170 -0.433
C -2.8337 0.8617 0.0526 -0.363 0.300 0.343
O -3.0504 -0.2661 -0.3426 0.054 0.045 0.020
C -3.8295 1.5835 0.9747 -0.199 -0.214 -0.347
C -5.1989 0.9538 0.7931 0.271 -0.097 0.270
O -5.8008 0.3532 1.6413 -0.068 -0.033 0.031
O -5.6604 1.1656 -0.4421 0.217 0.295 -0.185
C -6.9016 0.5526 -0.7581 -0.336 -0.189 0.095
C -3.8624 3.0913 0.7063 0.017 0.114 0.276
C -4.8581 3.7946 1.6243 0.144 -0.088 -0.229
C -2.4541 3.6504 0.9039 -0.154 -0.139 -0.113
C -0.5721 0.8573 -1.0604 -0.067 0.009 0.156
C 0.0955 -0.1544 -0.1518 -0.071 -0.152 0.000
C 0.9206 0.2592 0.8832 -0.172 -0.091 -0.188
C 1.5739 -0.6494 1.6914 0.147 -0.027 0.198
C 1.4223 -2.0301 1.5056 -0.139 0.159 -0.064
N 2.0508 -2.9518 2.3173 0.019 -0.178 0.228
C 2.1926 -4.3282 1.8964 0.021 -0.081 -0.275
C 3.0977 -4.5061 0.6745 -0.158 -0.026 0.206
C 2.8142 -2.5363 3.4688 0.206 0.155 0.047
C 4.2686 -2.1663 3.1604 -0.277 -0.038 0.091
C 0.5702 -2.4352 0.4675 0.015 -0.157 0.000
C -0.0743 -1.5182 -0.3355 0.065 0.142 0.127
H 3.2482 -3.3556 -3.7950 -0.013 -0.132 -0.081
H 4.4513 -2.0963 -4.0791 0.117 -0.014 -0.112
H 4.5238 -3.0705 -2.6095 0.090 -0.085 -0.003
H 3.5826 -0.8229 -2.1074 -0.039 0.012 0.052
H 2.3693 -2.0741 -1.8301 0.012 0.038 0.040
H 2.5750 -0.2535 -4.2703 -0.126 -0.140 0.042
H 1.4138 -1.6085 -4.1143 0.038 0.077 0.032
H 2.3469 3.6075 -2.2679 -0.017 0.102 0.051
H 2.1296 4.4578 -0.7305 0.029 0.063 0.091
H 1.1440 4.9022 -2.1286 -0.061 0.087 -0.001
H -0.2568 4.5523 -0.0563 -0.048 -0.162 -0.061
H -3.5167 1.3948 2.0084 -0.063 0.014 -0.049
H -6.7897 -0.5330 -0.7662 -0.018 0.069 -0.006
H -7.1784 0.9141 -1.7452 0.029 -0.016 0.045
H -7.6590 0.8243 -0.0193 0.041 -0.034 -0.105
H -4.1627 3.2443 -0.3356 0.070 -0.012 0.051
H -4.8579 4.8665 1.4369 -0.033 0.108 0.011
H -5.8642 3.4189 1.4584 -0.146 0.002 0.021
H -4.6011 3.6247 2.6678 0.010 -0.007 0.141
H -2.4329 4.7116 0.6410 0.021 0.008 0.019
H -2.1791 3.5644 1.9611 0.014 0.067 0.024
H -1.0549 0.3092 -1.8760 0.057 0.076 0.129
H 1.0730 1.3161 1.0570 0.039 0.117 0.017
H 2.2159 -0.2627 2.4662 0.094 -0.019 0.082
H 2.6097 -4.8900 2.7353 -0.108 0.046 -0.019
H 1.2051 -4.7524 1.6844 0.070 -0.067 0.073
H 4.1020 -4.1478 0.8842 0.109 0.030 0.008
H 3.1524 -5.5580 0.4047 0.031 -0.118 -0.093
H 2.7082 -3.9479 -0.1723 -0.006 0.034 -0.126
H 2.3070 -1.6886 3.9361 0.015 -0.090 0.039
H 2.8013 -3.3561 4.1949 -0.068 0.110 -0.032
H 4.3118 -1.4220 2.3694 0.048 0.081 -0.081
H 4.7461 -1.7622 4.0499 0.119 0.051 0.084
H 4.8270 -3.0423 2.8403 0.089 -0.070 -0.045
H 0.3909 -3.4820 0.2840 0.023 -0.132 0.000
H -0.7266 -1.8682 -1.1207 -0.094 -0.032 -0.105
```
Forces are in eV/Å.

LUMO level   0.5 eV
SMILES   CCCOC(=O)C1=C(C)NC2=C(C(=O)[C@H](C(=O)OC)[C@@H](C)C2)[C@@H]1c1ccc(N(CC)CC)cc1
Spin multiplicity   1
HOMO-LUMO gap   7.641 eV
HOMO energy   -7.19 eV

No. 3
# C27H36N4O4

One molecule with the formula C27H36N4O4 (ωB97M-V/def2-TZVPD, OMol25).

XYZ file:
```
71
Properties=species:S:1:pos:R:3:forces:R:3
O 0.7674 2.1073 3.2098 0.029 0.132 0.386
C 0.5590 1.2926 2.3309 -0.038 -0.438 -0.063
C 0.2749 -0.1758 2.6759 0.212 0.135 0.294
N -0.6786 -0.8041 1.7855 0.314 -0.039 0.009
C -0.2459 -1.9000 1.0742 -0.068 0.003 0.293
O 0.8599 -2.3770 1.2484 0.170 -0.165 -0.074
N -1.1319 -2.4421 0.1703 -0.114 -0.252 -0.003
C -0.6684 -3.5515 -0.6511 -0.017 -0.293 -0.266
C -0.1104 -3.0755 -1.9951 0.145 0.024 0.223
C 1.3545 -2.6508 -1.9258 -0.404 0.085 -0.071
C 1.5910 -1.3352 -1.2003 0.605 -0.514 -0.249
O 0.7186 -0.5011 -1.0125 -0.387 0.313 -0.124
N 2.8748 -1.1492 -0.8570 0.212 -0.021 -0.067
C 3.3979 0.0184 -0.1819 -0.153 0.150 0.033
C 4.6922 0.5125 -0.8596 0.044 0.149 0.105
C 5.6861 0.7411 0.2790 0.069 -0.119 -0.066
C 5.3068 -0.3296 1.2973 -0.039 0.209 0.080
C 3.7801 -0.2882 1.2813 0.030 -0.074 0.029
C -2.4162 -1.9847 -0.0822 0.007 0.037 0.092
O -3.1083 -2.5062 -0.9319 -0.039 0.020 -0.094
C -2.8449 -0.8692 0.7564 -0.131 0.316 0.233
C -4.1400 -0.3707 0.6164 0.212 -0.086 0.028
C -4.5616 0.6944 1.3792 -0.069 0.039 -0.011
C -3.6812 1.2698 2.2886 -0.002 -0.065 -0.078
C -2.3957 0.7913 2.4386 0.123 -0.036 0.044
C -1.9561 -0.2908 1.6705 -0.736 -0.064 -0.269
N 0.5670 1.5718 1.0214 -0.011 -0.006 -0.391
C 0.7123 2.9216 0.5290 -0.144 0.370 0.187
C -0.5673 3.4267 -0.1564 0.393 -0.041 -0.057
C -0.8354 2.7076 -1.4540 -0.095 0.063 0.222
C -0.1897 3.0344 -2.5658 0.012 0.076 -0.167
C -0.3554 2.3270 -3.8754 0.010 -0.213 -0.027
C -1.0453 0.9793 -3.6900 -0.137 0.154 -0.182
C -2.2740 1.1583 -2.8069 0.159 -0.212 0.148
C -1.8231 1.5771 -1.4115 -0.141 -0.013 -0.251
H -0.0714 -0.2241 3.7128 0.047 0.100 -0.131
H 1.2043 -0.7462 2.5981 -0.173 0.136 0.063
H 0.0888 -4.0940 -0.0826 -0.141 0.028 -0.060
H -1.5370 -4.1904 -0.8248 0.173 0.073 0.070
H -0.7197 -2.2449 -2.3550 -0.020 -0.065 -0.087
H -0.2002 -3.8945 -2.7103 -0.019 0.027 -0.029
H 1.7363 -2.5189 -2.9430 0.071 -0.017 0.047
H 1.9413 -3.4339 -1.4419 0.091 0.007 -0.039
H 3.5166 -1.9199 -0.9614 -0.153 -0.043 -0.094
H 2.6124 0.7722 -0.2317 0.101 -0.082 0.012
H 5.0677 -0.2633 -1.5298 0.007 -0.013 -0.051
H 4.5246 1.4109 -1.4506 -0.016 -0.027 -0.119
H 5.5359 1.7297 0.7141 0.037 0.073 0.038
H 6.7201 0.6635 -0.0533 0.053 0.094 0.007
H 5.6671 -1.3050 0.9653 0.055 -0.081 -0.004
H 5.7155 -0.1319 2.2863 0.067 -0.094 0.047
H 3.3282 -1.2233 1.6097 -0.116 0.041 0.056
H 3.4256 0.5144 1.9284 -0.029 0.051 0.067
H -4.7858 -0.8461 -0.1057 -0.052 -0.042 -0.067
H -5.5625 1.0824 1.2725 -0.092 0.026 -0.014
H -4.0023 2.1071 2.8901 -0.003 0.071 0.062
H -1.7418 1.2666 3.1497 0.099 0.051 0.109
H 0.4586 0.8362 0.3277 0.039 -0.082 0.146
H 1.5432 2.9649 -0.1824 -0.016 0.040 0.044
H 0.9452 3.5485 1.3935 0.058 -0.071 -0.145
H -1.4062 3.2970 0.5298 -0.017 0.062 0.047
H -0.4389 4.4943 -0.3456 -0.037 0.037 0.018
H 0.5053 3.8652 -2.5634 0.061 0.177 0.123
H 0.6248 2.1907 -4.3411 -0.027 0.040 -0.052
H -0.9448 2.9583 -4.5503 0.060 -0.012 -0.079
H -1.3207 0.5591 -4.6595 0.032 -0.040 -0.007
H -0.3584 0.2897 -3.1963 0.039 -0.080 -0.007
H -2.8424 0.2282 -2.7443 -0.079 0.004 -0.023
H -2.9228 1.9258 -3.2349 -0.081 0.021 -0.025
H -2.6849 1.8597 -0.8006 0.032 -0.006 0.080
H -1.3485 0.7193 -0.9299 -0.068 -0.027 0.102
```
Forces are in eV/Å.

LUMO level   0.4 eV
SMILES   O=C(Cn1c(=O)n(CCCC(=O)NC2CCCC2)c(=O)c2ccccc21)NCCC1=CCCCC1
Spin multiplicity   1
HOMO-LUMO gap   8.990 eV
HOMO energy   -8.58 eV